{"formula": "C39H35BeN5O2P2SSe2", "method": "ωB97M-V/def2-TZVPD", "e_lumo_ev": 0.36, "homo_ev": -7.85, "relative_energy_ev": 0.434, "gap_ha": 0.3017, "elements": ["Be", "Se", "P", "C", "C", "C", "C", "C", "C", "C", "C", "C", "C", "C", "C", "C", "C", "N", "N", "N", "P", "Se", "C", "C", "C", "C", "C", "C", "C", "C", "C", "C", "C", "C", "H", "H", "H", "H", "H", "H", "H", "H", "H", "H", "H", "H", "H", "H", "H", "H", "H", "H", "H", "H", "O", "C", "C", "C", "C", "C", "C", "C", "N", "C", "C", "N", "H", "H", "H", "H", "H", "H", "H", "O", "S", "C", "C", "C", "C", "H", "H", "H", "H", "H", "H", "H", "H"], "coordinates": [[-2.260, 0.031, -1.490], [-1.106, -1.557, 4.221], [0.551, -1.365, 2.953], [1.697, -0.032, 3.448], [2.904, 0.181, 2.786], [3.783, 1.148, 3.248], [3.472, 1.892, 4.378], [2.270, 1.682, 5.037], [1.383, 0.725, 4.571], [1.584, -2.855, 2.808], [2.446, -3.033, 1.729], [3.262, -4.150, 1.678], [3.214, -5.094, 2.694], [2.331, -4.934, 3.752], [1.516, -3.813, 3.810], [0.003, -1.106, 1.258], [-0.305, -0.045, 0.407], [-0.995, -0.614, -0.631], [-1.118, -1.921, -0.393], [-0.537, -2.225, 0.718], [0.314, 1.638, 0.243], [-0.616, 2.771, -1.260], [2.078, 1.396, -0.149], [2.479, 0.184, -0.707], [3.781, 0.010, -1.150], [4.695, 1.048, -1.037], [4.289, 2.268, -0.516], [2.983, 2.452, -0.092], [-0.004, 2.422, 1.846], [-1.332, 2.317, 2.264], [-1.776, 3.042, 3.354], [-0.901, 3.891, 4.019], [0.419, 3.985, 3.611], [0.873, 3.257, 2.521], [3.173, -0.413, 1.923], [4.721, 1.311, 2.732], [4.173, 2.629, 4.749], [2.026, 2.257, 5.921], [0.446, 0.547, 5.084], [2.470, -2.309, 0.923], [3.937, -4.285, 0.843], [3.860, -5.962, 2.655], [2.277, -5.681, 4.532], [0.816, -3.683, 4.626], [1.778, -0.635, -0.801], [4.071, -0.930, -1.603], [5.714, 0.909, -1.371], [4.993, 3.088, -0.456], [2.658, 3.425, 0.254], [-2.015, 1.682, 1.711], [-2.805, 2.958, 3.677], [-1.253, 4.484, 4.853], [1.104, 4.637, 4.138], [1.904, 3.342, 2.206], [-2.472, 0.651, -2.820], [-3.622, 0.930, -3.398], [-3.635, 1.544, -4.658], [-4.823, 1.849, -5.278], [-6.042, 1.533, -4.673], [-6.050, 0.927, -3.440], [-4.851, 0.629, -2.775], [-4.831, 0.028, -1.464], [-3.739, -0.219, -0.733], [-4.149, -0.782, 0.456], [-5.498, -0.879, 0.451], [-5.913, -0.366, -0.760], [-2.682, 1.771, -5.114], [-4.815, 2.340, -6.242], [-6.973, 1.756, -5.175], [-7.002, 0.679, -2.983], [-3.444, -1.073, 1.216], [-6.186, -1.265, 1.179], [-6.864, -0.302, -1.074], [-1.966, -1.495, -4.918], [-1.065, -1.487, -3.742], [0.195, -2.805, -4.097], [1.564, -2.153, -4.014], [1.394, -0.793, -4.683], [0.196, -0.168, -3.993], [-0.031, -3.167, -5.099], [0.051, -3.605, -3.373], [2.335, -2.757, -4.496], [1.850, -2.018, -2.966], [1.181, -0.929, -5.746], [2.283, -0.167, -4.589], [-0.282, 0.641, -4.537], [0.460, 0.186, -2.994]]}

=====

{"formula": "C2H9N2O", "method": "ωB97M-V/def2-TZVPD", "e_lumo_ev": -3.48, "homo_ev": -13.55, "relative_energy_ev": 1.222, "gap_ha": 0.3698, "total_charge": 1, "elements": ["C", "C", "N", "N", "O", "H", "H", "H", "H", "H", "H", "H", "H", "H"], "coordinates": [[-2.947, -0.174, 0.022], [-0.503, -0.368, -0.069], [3.346, 0.184, -0.067], [-1.602, 0.388, -0.029], [0.663, 0.089, -0.017], [-3.117, -1.261, -0.227], [-3.392, -0.170, 1.125], [-3.617, 0.435, -0.634], [-0.837, -1.363, 0.026], [3.831, 1.057, 0.236], [3.601, 0.048, -1.024], [-1.527, 1.477, 0.024], [3.767, -0.610, 0.397], [2.334, 0.267, 0.235]]}

=====

{"formula": "C32H79BFN2O11PS2", "method": "ωB97M-V/def2-TZVPD", "e_lumo_ev": -1.02, "homo_ev": -8.94, "relative_energy_ev": 5.243, "smiles": "COB(O)[C@](F)(C#N)[C@@](S)(C#N)[PH2]=S.CC(C)O.CC(C)O.CC(C)O.CC(C)O.CC(C)O.CC(C)O.CC(C)O.CC(C)O.CC(C)O", "gap_ha": 0.2911, "elements": ["C", "O", "B", "O", "C", "F", "C", "N", "C", "S", "C", "N", "P", "S", "H", "H", "H", "H", "H", "H", "H", "C", "C", "C", "O", "H", "H", "H", "H", "H", "H", "H", "H", "C", "C", "C", "O", "H", "H", "H", "H", "H", "H", "H", "H", "C", "C", "C", "O", "H", "H", "H", "H", "H", "H", "H", "H", "C", "C", "C", "O", "H", "H", "H", "H", "H", "H", "H", "H", "C", "C", "C", "O", "H", "H", "H", "H", "H", "H", "H", "H", "C", "C", "C", "O", "H", "H", "H", "H", "H", "H", "H", "H", "C", "C", "C", "O", "H", "H", "H", "H", "H", "H", "H", "H", "C", "C", "C", "O", "H", "H", "H", "H", "H", "H", "H", "H", "C", "C", "C", "O", "H", "H", "H", "H", "H", "H", "H", "H"], "coordinates": [[-2.379, -1.076, 2.627], [-3.604, -1.751, 2.084], [-4.204, -0.732, 1.200], [-3.467, -0.443, -0.077], [-5.587, 0.115, 1.469], [-6.469, -0.139, 0.271], [-5.261, 1.754, 1.515], [-5.059, 2.988, 1.930], [-6.454, -0.360, 2.776], [-7.126, -2.130, 2.646], [-5.608, -0.268, 4.208], [-5.221, 0.102, 5.411], [-8.038, 0.775, 2.792], [-8.040, 2.011, 4.341], [-2.770, -0.031, 3.048], [-1.902, -1.717, 3.506], [-1.630, -0.849, 1.755], [-2.670, -1.052, -0.164], [-8.499, -2.030, 3.040], [-9.269, 0.007, 2.898], [-8.106, 1.507, 1.528], [-1.673, -4.664, -1.327], [-1.119, -4.870, 0.074], [-2.039, -5.743, 0.912], [-0.960, -3.605, 0.710], [-2.646, -4.161, -1.293], [-1.007, -4.024, -1.914], [-1.792, -5.619, -1.848], [-0.127, -5.333, 0.013], [-3.025, -5.278, 1.025], [-1.633, -5.873, 1.921], [-2.169, -6.730, 0.457], [-1.836, -3.187, 0.768], [3.453, -2.137, 0.231], [2.631, -1.756, 1.452], [2.902, -2.694, 2.618], [1.245, -1.801, 1.121], [3.203, -3.148, -0.109], [3.238, -1.461, -0.603], [4.525, -2.096, 0.449], [2.864, -0.727, 1.746], [2.633, -3.725, 2.362], [2.294, -2.415, 3.485], [3.957, -2.670, 2.907], [1.029, -2.712, 0.859], [-0.222, 0.990, -1.779], [0.145, -0.426, -2.194], [0.975, -0.432, -3.468], [-1.046, -1.180, -2.404], [-0.822, 1.483, -2.552], [-0.830, 0.979, -0.868], [0.673, 1.592, -1.595], [0.704, -0.913, -1.388], [0.418, 0.010, -4.301], [1.221, -1.458, -3.762], [1.907, 0.127, -3.335], [-1.549, -0.755, -3.118], [5.553, -6.220, 0.965], [4.731, -5.839, 2.186], [5.002, -6.777, 3.351], [3.345, -5.885, 1.855], [5.303, -7.231, 0.624], [5.338, -5.544, 0.130], [6.625, -6.179, 1.182], [4.964, -4.810, 2.480], [4.733, -7.808, 3.095], [4.394, -6.498, 4.219], [6.057, -6.753, 3.640], [3.129, -6.795, 1.593], [9.089, -1.844, 2.488], [8.641, -3.276, 2.239], [9.274, -3.843, 0.979], [7.222, -3.311, 2.112], [8.791, -1.191, 1.660], [8.616, -1.444, 3.391], [10.175, -1.785, 2.606], [8.909, -3.900, 3.099], [8.983, -3.261, 0.097], [8.933, -4.870, 0.806], [10.366, -3.844, 1.051], [6.975, -2.760, 1.351], [-6.426, 6.832, -0.264], [-5.160, 6.465, -1.021], [-5.378, 5.253, -1.912], [-4.117, 6.186, -0.091], [-6.744, 6.011, 0.388], [-6.250, 7.698, 0.382], [-7.243, 7.068, -0.952], [-4.836, 7.316, -1.631], [-5.659, 4.376, -1.318], [-4.455, 4.993, -2.442], [-6.164, 5.441, -2.650], [-4.396, 5.431, 0.455], [0.007, -1.629, -7.501], [-0.420, -0.175, -7.376], [-0.620, 0.463, -8.742], [0.574, 0.550, -6.657], [0.961, -1.713, -8.034], [0.159, -2.071, -6.510], [-0.745, -2.217, -8.036], [-1.351, -0.113, -6.801], [0.311, 0.453, -9.319], [-0.916, 1.512, -8.637], [-1.391, -0.063, -9.314], [1.404, 0.500, -7.161], [-0.147, 8.303, -1.246], [-0.969, 8.684, -0.025], [-0.698, 7.746, 1.140], [-2.355, 8.639, -0.356], [-0.397, 7.292, -1.586], [-0.362, 8.979, -2.080], [0.925, 8.344, -1.028], [-0.736, 9.714, 0.269], [-0.967, 6.715, 0.885], [-1.306, 8.025, 2.008], [0.357, 7.770, 1.429], [-2.571, 7.728, -0.618], [0.378, 3.897, 2.876], [0.745, 2.481, 2.461], [1.575, 2.474, 1.187], [-0.446, 1.726, 2.252], [-0.222, 4.389, 2.103], [-0.230, 3.885, 3.787], [1.273, 4.498, 3.060], [1.304, 1.994, 3.267], [1.018, 2.917, 0.354], [1.821, 1.448, 0.894], [2.507, 3.034, 1.321], [-0.949, 2.152, 1.537]]}

=====

{"formula": "C11H13NO3S", "method": "ωB97M-V/def2-TZVPD", "e_lumo_ev": -0.11, "homo_ev": -10.08, "relative_energy_ev": 1.547, "smiles": "C=CCNS(=O)(=O)c1cccc(C(C)=O)c1", "gap_ha": 0.3664, "elements": ["C", "C", "C", "N", "S", "O", "O", "C", "C", "C", "C", "C", "C", "C", "O", "C", "H", "H", "H", "H", "H", "H", "H", "H", "H", "H", "H", "H", "H"], "coordinates": [[1.825, 4.538, -1.551], [0.860, 3.666, -1.337], [1.024, 2.408, -0.539], [0.129, 2.401, 0.598], [0.491, 1.349, 1.827], [1.861, 1.553, 2.186], [-0.533, 1.496, 2.814], [0.344, -0.277, 1.072], [1.483, -1.006, 0.790], [1.359, -2.246, 0.183], [0.106, -2.744, -0.134], [-1.042, -2.003, 0.147], [-2.420, -2.467, -0.188], [-2.603, -3.947, -0.400], [-3.333, -1.682, -0.278], [-0.907, -0.755, 0.755], [1.668, 5.430, -2.134], [2.816, 4.393, -1.153], [-0.133, 3.829, -1.736], [2.030, 2.344, -0.121], [0.851, 1.533, -1.190], [-0.854, 2.416, 0.377], [2.442, -0.593, 1.059], [2.241, -2.827, -0.043], [0.028, -3.707, -0.615], [-3.665, -4.176, -0.440], [-2.132, -4.510, 0.402], [-2.148, -4.239, -1.344], [-1.788, -0.178, 0.994]]}

=====

Copy entry 4 word for word.
{"formula": "C11H13NO3S", "method": "ωB97M-V/def2-TZVPD", "e_lumo_ev": -0.11, "homo_ev": -10.08, "relative_energy_ev": 1.547, "smiles": "C=CCNS(=O)(=O)c1cccc(C(C)=O)c1", "gap_ha": 0.3664, "elements": ["C", "C", "C", "N", "S", "O", "O", "C", "C", "C", "C", "C", "C", "C", "O", "C", "H", "H", "H", "H", "H", "H", "H", "H", "H", "H", "H", "H", "H"], "coordinates": [[1.825, 4.538, -1.551], [0.860, 3.666, -1.337], [1.024, 2.408, -0.539], [0.129, 2.401, 0.598], [0.491, 1.349, 1.827], [1.861, 1.553, 2.186], [-0.533, 1.496, 2.814], [0.344, -0.277, 1.072], [1.483, -1.006, 0.790], [1.359, -2.246, 0.183], [0.106, -2.744, -0.134], [-1.042, -2.003, 0.147], [-2.420, -2.467, -0.188], [-2.603, -3.947, -0.400], [-3.333, -1.682, -0.278], [-0.907, -0.755, 0.755], [1.668, 5.430, -2.134], [2.816, 4.393, -1.153], [-0.133, 3.829, -1.736], [2.030, 2.344, -0.121], [0.851, 1.533, -1.190], [-0.854, 2.416, 0.377], [2.442, -0.593, 1.059], [2.241, -2.827, -0.043], [0.028, -3.707, -0.615], [-3.665, -4.176, -0.440], [-2.132, -4.510, 0.402], [-2.148, -4.239, -1.344], [-1.788, -0.178, 0.994]]}